Density functional theory data (ωB97M-V/def2-TZVPD) for a molecular structure, C52H55FIrN7O8S at a distorted geometry.

## Properties
gap between HOMO and LUMO: 7.66 eV
electronic energy: -3601.7212 Eh
total charge: +2
ΔE to the lowest compared entry with this formula, charge and spin: 0.0 kcal/mol
multiplicity: 1

The geometry in XYZ format:
```
125
C52H55FIrN7O8S (ωB97M-V/def2-TZVPD)
C 0.3091 3.5073 -3.4727
C 2.4143 1.4674 -1.5946
C -0.5199 -2.9271 -0.5151
C -7.4501 3.7965 -1.6001
H 0.7289 4.1616 3.4294
H 3.5638 1.6747 -5.4536
C -3.3830 3.0392 -0.7851
H 5.6876 3.4584 -3.5659
C -2.5218 4.0904 4.3693
H 3.7887 3.4236 -5.1936
H -3.9475 2.6238 3.7366
H 5.1222 -8.2737 -0.7434
H 0.6309 -7.3258 -1.9697
H 4.4380 1.3512 -0.6774
C -1.9594 2.6827 -3.6659
H -3.0040 2.8639 -3.8789
C -6.3880 6.6408 1.6025
C -0.6747 -6.6442 -0.3718
H -6.8485 7.6149 1.6963
H -6.7154 5.1566 -3.1011
N 4.3093 -7.0418 0.7584
H 5.9043 1.7600 -3.9941
C 4.1823 -9.4578 0.8152
N -2.6943 4.0572 -0.2368
C -2.9291 2.9790 3.6497
C -1.0531 3.7147 -3.7420
C 1.4978 1.5393 2.6872
C 5.6212 -6.8854 1.3731
H -1.6898 3.8450 -0.1347
C 4.2459 -8.2208 -0.0864
H -4.7351 3.1598 1.3162
C 1.7093 -3.7776 0.0899
C -5.1003 6.5302 1.1056
H 2.1012 -0.0080 5.6440
O -1.3947 -0.7956 -1.4284
N -0.0987 -5.2975 -0.2814
H -0.2784 -7.2446 0.4466
H 1.0143 4.3276 -3.4868
O -0.2969 0.8566 1.2371
C 3.0581 -3.5574 0.3689
H 6.6815 -8.7877 1.0466
C -0.8918 -4.2377 -0.5516
C -6.4018 4.2302 -2.6179
C 3.1767 2.5597 -4.9460
C -1.5374 1.3868 -3.3278
H -4.9268 2.3763 -1.7979
H -6.3026 3.4861 -3.4151
C -6.4863 4.2509 1.8890
H 0.2207 0.1520 -3.0353
H -4.3316 4.8910 -2.7148
O 1.5258 3.8723 0.8073
C 2.7944 1.5510 2.1827
C 0.7210 2.2379 -3.1763
N 3.1686 2.3840 -3.5041
O -2.7604 -2.4379 -0.9282
H -3.2243 4.6176 5.0014
C -3.1169 5.2204 0.4624
N 2.0536 1.9038 -2.8476
H -4.5359 7.4068 0.8158
C 0.6624 3.0440 0.7521
C 0.8292 -2.6166 -0.1139
H 4.8465 1.0536 2.5374
C 0.3194 2.0396 1.8756
H -0.8734 5.3824 4.8452
C -0.7172 2.7262 2.7511
H -8.3962 3.5709 -2.0896
H -2.3618 1.4324 2.2761
H -8.0843 5.5893 2.3871
C -5.2038 4.1337 1.3762
C 3.4609 -5.9424 0.5049
C 3.5937 0.4575 4.1720
C -1.6329 -1.9744 -0.9312
H -1.9194 -4.4693 -0.8009
H 2.1630 2.7494 -5.2859
H 0.2518 0.9486 4.3316
H 3.3739 -8.1970 -0.7324
C 1.2592 0.9656 3.9342
C 2.1199 -6.1586 0.2295
C 6.1126 -8.2709 1.8169
S -2.9303 1.3621 -0.5739
C -7.0805 5.5012 1.9925
H -0.9390 -6.7389 -2.5129
H -5.1499 5.2100 -1.1826
H 6.3740 -6.4565 0.7059
H -7.0207 3.3672 2.2125
H 3.1641 -9.7237 1.0920
O -2.3042 6.0787 0.6722
H 4.2757 -8.5959 2.6962
H 4.6708 -10.3236 0.3720
H -1.3891 4.7117 -3.9963
C -0.1834 1.1546 -3.0999
H 3.4256 -2.5400 0.4238
C -5.0432 4.4887 -1.9877
N -4.4875 3.2294 -1.4764
C -4.5137 5.2733 0.9763
C 3.9057 -4.6105 0.5485
C -2.0361 2.3044 2.8243
H 6.3200 2.3213 -2.3718
F 5.2199 -4.3582 0.7456
O 1.2848 -1.4862 0.0720
O -0.2204 2.9624 -0.2429
C 3.8368 1.0183 2.9269
C 1.2383 -5.0915 0.0046
H -7.1452 2.9047 -1.0480
C 2.2997 0.4264 4.6731
C 5.6142 2.4382 -3.1895
H 1.7487 -7.1723 0.2103
Ir -0.6320 1.0627 -0.7939
H -2.2302 0.5589 -3.2827
C -1.2026 4.5173 4.2854
C 4.2378 2.1397 -2.7135
H 2.9889 2.0029 1.2228
N 4.9107 -9.1260 2.0966
H -7.6264 4.5860 -0.8673
H 4.4133 0.0641 4.7595
H 6.7196 -8.2129 2.7170
C -0.4317 -7.2942 -1.7243
H 0.4065 0.1589 1.1424
H -0.8185 -8.3131 -1.7283
O 1.5725 1.1356 -0.7207
C 3.8237 1.5899 -1.5267
C -0.3011 3.8319 3.4902
H 5.1683 -9.9778 2.5944
H 5.5326 -6.2313 2.2387
H -1.7410 -6.5399 -0.1817
```